33
Properties=species:S:1:pos:R:3 method="wB97M-V/def2-TZVPD" de_lowest_kcal_mol=22.56 energy_ha=-840.816672 charge=-1 lumo_energy_ev="2.89 / 2.76" spin_multiplicity=2 homo_ev="0.245 / -7.962"
O -6.602 6.456 -10.811
H -3.774 8.305 -14.008
H -8.908 10.757 -12.827
H -4.688 6.153 -14.056
H -9.465 8.939 -16.737
H -5.317 5.169 -13.092
O -5.537 6.429 -15.909
O -10.557 8.430 -11.859
H -3.401 9.318 -16.525
H -9.144 11.628 -14.043
H -7.160 9.505 -10.557
H -7.017 11.322 -16.486
O -8.906 8.280 -16.324
H -8.157 10.623 -10.778
O -4.199 8.399 -13.156
O -9.330 10.760 -13.686
H -3.479 8.377 -12.525
H -6.946 6.253 -11.681
H -9.644 8.543 -12.125
O -3.908 9.560 -15.749
O -6.385 11.002 -15.843
H -6.050 7.211 -15.705
O -6.738 8.753 -13.724
H -4.795 9.704 -16.078
H -7.088 5.881 -10.220
H -11.002 9.209 -12.191
H -5.849 8.428 -13.576
O -7.590 10.010 -11.247
H -6.152 5.703 -15.797
H -8.707 8.642 -15.461
H -7.095 8.881 -12.845
H -6.919 10.588 -15.165
O -4.501 5.359 -13.555

---

33
Properties=species:S:1:pos:R:3 method="wB97M-V/def2-TZVPD" de_lowest_kcal_mol=81.80 energy_ha=-840.749783 smiles=O.O.O.O.O.O.O.O.O.O.O charge=0 lumo_energy_ev=-0.25 homo_ev=-10.342
H -0.653 0.727 -2.551
H -2.796 -0.002 0.569
H 2.446 1.109 -1.955
H 1.163 -3.101 1.091
O -2.598 -2.654 1.845
H -0.499 2.893 0.746
H -1.895 -2.199 1.149
O 0.431 0.529 1.679
O -1.010 1.593 -2.683
O -1.048 2.807 -0.010
H 0.435 -0.419 -3.778
O 0.211 -0.692 -2.823
H -0.538 0.009 0.534
O 1.904 2.892 0.054
H 1.524 2.096 0.611
H 2.303 3.519 0.584
O 2.377 -1.247 0.494
H -1.524 2.060 0.357
H -1.515 1.630 -1.951
H -3.647 0.765 1.310
H 2.245 -0.778 -0.392
H -0.217 -1.140 -0.470
H 0.465 -2.787 2.421
H 3.313 -1.030 0.787
H 1.260 0.095 1.389
O 2.276 0.295 -1.593
O -2.933 0.943 0.745
H 1.517 0.075 -2.038
H -2.422 -2.126 2.566
H -0.030 -0.097 2.412
O 0.381 -3.281 1.581
H -0.006 -1.619 -2.842
O -0.936 -0.871 0.152

---

33
Properties=species:S:1:pos:R:3 method="wB97M-V/def2-TZVPD" de_lowest_kcal_mol=26.83 energy_ha=-840.837371 smiles=O.O.O.O.O.O.O.O.O.O.O charge=0 lumo_energy_ev=-0.64 homo_ev=-10.497
H -0.735 0.254 2.995
H 1.743 2.038 -1.226
H -1.423 2.368 1.791
O -2.138 -0.673 0.660
H 0.425 -2.455 -2.640
H 0.935 -4.059 -0.077
H -1.701 -3.681 -0.544
H -1.519 2.145 -3.019
H -2.739 -1.058 1.313
O 1.277 -2.184 -2.277
O -2.492 -3.191 -0.837
H 0.370 3.757 0.055
H -2.284 0.298 0.721
H 1.327 3.154 1.088
H 0.410 -2.662 -0.359
H 2.753 -0.878 2.297
O 0.171 -3.493 0.079
O -0.088 -0.369 2.654
H 2.225 2.929 -2.377
H -1.190 2.420 0.280
O 2.077 2.008 -2.139
O 0.356 -0.200 -0.490
H -0.575 -0.880 1.986
O -1.528 1.760 -2.136
H 0.904 0.196 0.199
H -0.655 1.340 -2.046
O 0.811 2.930 0.302
H 1.104 -1.322 -1.852
H 3.363 0.478 2.638
O -1.848 2.175 0.950
O 3.598 -0.436 2.451
H -2.433 -2.341 -0.380
H -0.499 -0.367 -0.061

---

33
Properties=species:S:1:pos:R:3 method="wB97M-V/def2-TZVPD" de_lowest_kcal_mol=260.72 energy_ha=-840.464654 charge=0 lumo_energy_ev=-0.73 homo_ev=-8.560
H 12.079 -6.241 -16.416
H 18.579 -7.026 -16.213
H 16.306 -5.376 -17.138
H 13.537 -6.553 -16.156
O 12.832 -6.701 -16.786
O 15.337 -7.765 -18.681
H 13.013 -8.740 -15.211
O 15.805 -7.505 -15.941
H 14.710 -5.512 -17.071
O 17.175 -5.364 -17.539
H 17.715 -5.898 -16.956
H 15.638 -6.134 -15.451
H 17.434 -9.560 -15.490
H 15.812 -10.023 -14.052
O 15.178 -5.828 -17.844
H 17.702 -9.866 -14.032
H 15.131 -10.519 -15.310
H 15.935 -8.449 -16.031
H 17.119 -11.561 -16.654
H 15.415 -7.235 -16.772
O 15.608 -9.770 -14.952
H 14.372 -8.787 -14.545
O 13.663 -8.187 -14.778
H 14.577 -5.668 -18.571
O 17.944 -9.265 -14.736
H 15.256 -6.845 -18.428
H 14.673 -7.886 -19.361
O 17.860 -6.525 -15.829
H 16.494 -10.353 -15.989
O 15.469 -5.658 -14.638
H 17.085 -7.069 -15.972
H 14.810 -5.005 -14.876
O 17.299 -10.652 -16.414

---

33
Properties=species:S:1:pos:R:3 method="wB97M-V/def2-TZVPD" de_lowest_kcal_mol=125.73 energy_ha=-840.679770 smiles=O.O.O.O.O.O.O.O.O.O.O charge=0 lumo_energy_ev=-0.58 homo_ev=-10.113
H 4.612 -0.606 2.808
H -2.243 -0.239 3.147
O 4.169 4.086 -0.148
H 0.789 -3.618 -1.371
H 2.385 -0.306 -1.032
H -4.086 0.836 0.673
H -5.214 -0.093 1.089
H -1.249 -2.469 0.096
O 3.321 -1.523 -0.221
H -2.298 -2.835 1.133
H -2.878 0.746 -2.361
O -2.197 -2.431 0.264
H 3.881 3.874 0.747
H -2.142 -0.026 -1.279
H 2.156 -3.045 -1.033
O -4.884 0.804 1.212
O 3.779 -0.191 2.557
O 1.443 -2.981 -1.679
O 3.219 0.053 -1.354
H 3.312 0.889 -0.882
H -0.326 1.153 -1.796
H -3.688 2.170 -0.267
H 2.840 -2.175 0.301
O -2.353 -0.504 2.226
O -4.397 2.164 -0.920
H 3.253 -0.712 0.295
H -4.142 1.468 -1.536
H 4.020 0.405 1.839
H 3.686 3.463 -0.703
O -3.015 0.086 -1.672
H -2.301 0.325 1.736
H 0.678 0.358 -0.978
O -0.131 0.875 -0.894

---

33
Properties=species:S:1:pos:R:3 method="wB97M-V/def2-TZVPD" de_lowest_kcal_mol=83.29 energy_ha=-840.747398 smiles=O.O.O.O.O.O.O.O.O.O.O charge=0 lumo_energy_ev=-0.09 homo_ev=-10.746
H -2.624 -3.381 -0.601
H -0.264 0.237 0.302
H 3.525 -2.345 -3.203
H -2.159 -4.698 0.714
H -1.255 -0.482 1.746
H 0.802 3.772 -0.734
H 4.442 -0.718 2.793
H -4.192 1.830 1.569
H -1.031 -5.677 0.996
H 4.828 -0.205 1.415
O -1.979 -2.678 -0.466
H 2.866 2.561 -2.142
H -0.850 5.213 1.428
H 4.164 2.330 -1.385
O -2.215 -0.243 -2.587
O 2.713 -2.410 -3.717
O -1.255 -4.910 0.456
O -1.476 -0.369 2.677
H -1.001 0.429 2.936
O -0.116 -0.696 0.112
H -2.091 -2.106 -1.234
O 4.274 -0.860 1.855
O -3.907 1.167 2.208
H -1.486 -0.828 -2.353
O 3.255 2.016 -1.449
O 1.659 3.336 -0.665
H 2.013 -2.297 -3.064
H 0.640 -0.931 0.661
H -3.222 1.614 2.719
H -1.321 4.599 0.119
H -2.764 -0.223 -1.796
O -1.415 4.515 1.075
H 1.444 2.439 -0.386

---

33
Properties=species:S:1:pos:R:3 method="wB97M-V/def2-TZVPD" de_lowest_kcal_mol=36.77 energy_ha=-840.821543 smiles=O.O.O.O.O.O.O.O.O.O.O charge=0 lumo_energy_ev=-0.53 homo_ev=-10.014
H -1.669 -3.214 -0.911
H -2.509 1.125 1.862
H 3.112 0.679 -1.896
O -2.116 -3.678 -1.567
H -1.466 -3.849 -2.273
H 0.226 0.309 0.344
H 2.055 3.611 -0.237
H -2.327 -1.981 -2.165
H 1.489 -0.437 2.491
H -1.471 3.085 -0.434
O -2.644 0.199 1.603
H -1.079 1.725 0.201
H -1.159 -1.134 -2.616
H 2.474 0.514 1.829
H 0.520 -2.306 0.324
H -0.551 -0.681 -0.438
H 0.826 -2.134 -2.142
H -1.900 0.137 1.068
O 1.550 2.824 -0.179
H -0.691 -2.463 1.163
H 1.009 1.550 2.917
H 1.250 1.485 4.458
O 0.579 -1.310 -2.621
H 0.938 -0.615 -2.052
O -2.119 -1.091 -2.496
O -0.458 -2.406 0.235
O 2.505 0.521 -1.149
H 2.130 1.412 -1.046
O 0.943 2.065 3.736
H 0.637 2.972 0.087
O -1.152 2.699 0.378
O 1.581 0.167 1.763
O -0.512 0.219 -0.237

---

33
Properties=species:S:1:pos:R:3 method="wB97M-V/def2-TZVPD" de_lowest_kcal_mol=90.79 energy_ha=-840.735453 smiles=O.O.O.O.O.O.O.O.O.O.O charge=0 lumo_energy_ev=-0.23 homo_ev=-10.323
H 3.978 -1.457 0.870
O -0.293 -0.119 2.950
H -3.854 -2.277 0.111
H -0.070 4.794 -0.072
H 0.039 1.298 0.619
H -0.805 -0.900 2.597
H 4.010 -2.777 1.488
O -3.048 3.194 -1.360
O 1.222 -2.503 -1.366
H -4.413 0.797 -0.649
H -2.130 3.089 -0.984
H 0.400 4.090 1.057
H -2.994 -4.933 0.974
H 2.838 -1.406 -1.326
O -3.639 -1.791 -0.688
H 5.667 1.780 0.048
H 0.911 -1.626 -1.166
H -3.580 -0.964 -0.374
H -2.810 3.352 -2.220
O -2.707 -4.585 0.118
H -4.261 2.283 -0.669
H -0.542 -0.203 3.863
H -2.285 -3.698 0.282
O 4.837 1.704 -0.447
O 3.427 -2.274 0.980
H 0.766 -2.684 -2.237
O 3.500 -0.741 -1.656
H 4.312 -1.149 -1.792
H 4.380 2.507 -0.295
O 0.451 4.924 0.748
O 0.595 0.776 0.104
O -4.270 1.571 -0.036
H 0.370 -0.073 0.528

---

Among the records above, which one has the lowest charge?
number 1